The following is a quantum chemistry calculation of 8 unconnected molecules or ions with the total composition C44H62N9O4S in a non-equilibrium geometry, from the Open Molecules 2025 dataset.

E ... -79055.903 eV
Charge ... +1
HOMO ... -9.1358 eV

Last column: Mulliken charge in e.
Geometry (Å):
C -5.26833 1.15799 2.99827  -0.588
C -4.73976 2.69623 2.94880  0.648
O -5.06860 3.37656 1.91879  -0.597
O -3.91372 3.22135 4.00786  -0.354
C -2.50914 2.82628 3.74062  0.038
C -1.67479 2.74058 5.10822  -0.732
C -0.10000 2.35116 4.89287  -0.573
C 0.11175 1.55880 3.51060  -0.225
C 1.54112 0.84394 3.34085  -1.395
C 1.50175 -0.69074 2.86453  2.006
C 1.26526 -1.73426 4.10598  -0.957
C -0.01191 -1.38418 5.00013  0.271
O 0.20234 -0.96083 6.18704  -0.585
O -1.37954 -1.46681 4.60317  -0.273
C 3.03112 -1.03098 2.36856  -1.561
N 3.15133 -1.21348 0.88589  0.145
C 2.30061 -2.30369 0.30260  -1.251
C 0.83845 -2.44271 0.98371  0.029
N -0.19452 -2.87048 -0.05648  -0.421
C -1.24945 -3.35048 0.57140  0.337
S -2.73529 -3.55733 1.33044  -0.190
C 0.41000 -1.04089 1.73059  0.598
C 0.25161 0.05450 0.56061  -1.507
H -4.36041 0.51568 3.32577  0.086
H -5.61313 0.78391 1.97142  0.268
H -6.09238 1.03078 3.79593  0.318
H -2.59268 1.80638 3.18788  -0.025
H -2.11154 3.59413 2.98786  0.205
H -2.18040 1.95335 5.78633  0.248
H -1.75354 3.75487 5.64760  0.332
H 0.50785 3.31834 4.94726  0.367
H 0.14569 1.60184 5.74281  0.180
H -0.03494 2.23658 2.58228  0.591
H -0.72984 0.75837 3.45410  -0.338
H 2.22917 1.45422 2.65207  0.481
H 2.03865 0.84665 4.39335  0.438
H 2.19931 -1.59712 4.78098  0.581
H 1.27685 -2.83103 3.77810  0.372
H -1.47656 -2.22675 3.97965  0.083
H 3.48512 -1.92342 2.95580  0.350
H 3.70786 -0.12795 2.64400  0.401
H 2.98410 -0.30688 0.38760  0.512
H 4.15082 -1.44595 0.67681  0.457
H 2.86040 -3.32062 0.29432  0.228
H 2.15735 -2.04419 -0.82133  0.361
H 0.90732 -3.32655 1.71587  0.497
H -0.61878 -1.22656 2.19586  0.442
H -0.74638 0.64339 0.63317  0.218
H 1.08450 0.86391 0.64282  0.277
H 0.31852 -0.35257 -0.50712  0.082
N -4.02075 -4.52816 4.28196  0.271
C -3.14238 -4.31381 5.31208  -0.238
C -3.74327 -4.72963 6.47496  -0.690
C -5.02864 -5.21823 6.13458  -0.446
C -5.17153 -5.08440 4.77500  -0.421
H -3.84777 -4.31174 3.31254  0.024
H -2.16935 -3.88407 5.12959  0.397
H -3.30533 -4.68795 7.46158  0.390
H -5.76784 -5.62393 6.80974  0.396
H -5.99078 -5.33499 4.11768  0.366
N -0.60263 0.04151 -3.60578  0.077
C 0.22335 -0.49643 -4.55718  -0.435
C 0.63897 0.51929 -5.38226  -0.960
C 0.04770 1.71679 -4.90801  0.247
C -0.71110 1.39225 -3.80921  -0.788
H -1.05783 -0.47598 -2.87045  0.219
H 0.44237 -1.55446 -4.56569  0.435
H 1.29802 0.41290 -6.23170  0.399
H 0.16492 2.70614 -5.32279  0.327
H -1.31727 2.00386 -3.15717  0.453
N 0.32649 -5.03995 -4.74109  0.016
C 1.21707 -4.36329 -3.95076  -0.803
C 2.47053 -4.52376 -4.49133  -0.195
C 2.32986 -5.32119 -5.65332  -0.701
C 0.99588 -5.62234 -5.78412  -0.463
H -0.66672 -5.09950 -4.58082  0.216
H 0.88263 -3.82908 -3.07320  0.643
H 3.38712 -4.11124 -4.09450  0.503
H 3.11716 -5.63942 -6.32099  0.386
H 0.46688 -6.20053 -6.52684  0.402
N 3.52643 1.09616 -3.44262  0.305
C 4.61120 0.26556 -3.54323  -0.794
C 5.72290 1.04325 -3.75953  -0.084
C 5.29490 2.39302 -3.78525  -0.770
C 3.93518 2.39541 -3.58423  -0.404
H 2.57505 0.79734 -3.28836  0.067
H 4.49816 -0.80519 -3.45367  0.490
H 6.73277 0.68017 -3.88418  0.383
H 5.91266 3.26677 -3.93355  0.388
H 3.22514 3.20741 -3.53098  0.421
N -0.30376 5.34081 -5.07810  -0.020
C 0.60469 5.72907 -4.12923  -0.514
C -0.06021 6.47440 -3.18563  -0.436
C -1.42085 6.53317 -3.57628  -0.432
C -1.54224 5.82255 -4.74586  -0.504
H -0.09399 4.78674 -5.89299  0.292
H 1.64321 5.44360 -4.20814  0.419
H 0.38374 6.92625 -2.31042  0.419
H -2.22314 7.03890 -3.05890  0.418
H -2.40029 5.61977 -5.36928  0.385
N -7.51156 3.00446 0.46367  0.123
C -7.87595 4.27200 0.09809  -0.321
C -9.18617 4.23468 -0.31629  -0.541
C -9.63029 2.89587 -0.19047  -0.456
C -8.57657 2.15965 0.29585  -0.465
H -6.59967 2.73498 0.80499  0.253
H -7.17326 5.08928 0.16259  0.365
H -9.76094 5.07853 -0.66947  0.380
H -10.61211 2.51263 -0.42842  0.385
H -8.49295 1.10967 0.53513  0.332
N 8.02060 -1.76389 -3.08477  0.006
C 9.31066 -1.33328 -2.92541  -0.542
C 9.62517 -1.41966 -1.59067  -0.464
C 8.48496 -1.92659 -0.92060  -0.390
C 7.51120 -2.13237 -1.86826  -0.449
H 7.52368 -1.80430 -3.96087  0.241
H 9.89167 -1.00196 -3.77302  0.397
H 10.57189 -1.14911 -1.14646  0.403
H 8.38728 -2.12047 0.13801  0.383
H 6.50184 -2.50728 -1.78198  0.425